Entry 1:
Density functional theory data (ωB97M-V/def2-TZVPD) for a cluster of 9 separate species, C16H50N2O10 in total at a distorted geometry.

Values from the calculation:
- LUMO (alpha / beta) (eV) = 2.40 / 2.36
- total charge = -1
- total energy (eV) = -40852.529
- Kohn-Sham gap (alpha / beta) (eV) = 3.09 / 8.92
- HOMO (alpha / beta) (eV) = -0.70 / -6.56
- 2S+1 = 2

XYZ file:
```
78
Properties=species:S:1:pos:R:3:forces:R:3
N -0.225174 -4.570130 -2.593956 -0.261 0.016 1.323
H -0.328634 -5.572990 -2.533446 -0.139 -1.432 -0.403
H -0.046704 -4.295110 -1.638646 0.798 0.634 0.888
H -1.126554 -4.165030 -2.802526 -0.811 0.126 -0.916
H 0.519266 -4.319970 -3.229046 0.766 0.398 -0.747
N 0.900756 -1.309440 -0.292176 -0.345 -2.664 -0.792
O -0.262784 -0.957130 -0.432766 -2.452 0.499 0.323
O 1.779516 -0.507640 -0.378296 2.847 3.332 0.073
O 1.208406 -2.500610 -0.157276 -0.506 -1.042 0.381
C -2.337204 -2.086810 -2.814296 0.321 0.033 1.181
O -2.576754 -3.406780 -3.299796 -0.946 0.584 -0.478
H -1.428744 -1.705420 -3.280486 -0.178 0.354 0.137
H -3.208814 -1.439980 -2.914326 0.122 0.118 -0.563
H -2.225634 -2.176310 -1.733716 0.546 0.253 0.041
H -3.464374 -3.310620 -3.652616 -0.117 -0.956 -0.321
C -0.114704 2.493870 2.974254 0.287 0.117 -0.197
C 0.013026 1.858620 1.609184 -0.345 0.248 0.402
C -0.612164 2.632460 0.447384 -0.240 -0.526 0.708
O 1.339896 1.591490 1.293204 1.611 0.851 0.309
H 0.542916 3.346170 3.145214 0.213 0.002 -0.219
H 0.154496 1.694790 3.664984 -0.270 0.359 0.506
H -1.133034 2.867580 3.081274 -0.099 -0.324 0.383
H -0.336444 0.838930 1.771024 -1.445 0.064 -0.534
H -0.493444 1.933550 -0.380586 -0.438 0.507 -0.459
H -0.122204 3.592090 0.282604 0.543 -0.209 -0.078
H -1.644684 2.919450 0.646474 -0.285 -0.491 -0.169
H 1.300406 0.945060 0.584574 0.468 -0.655 -0.668
C 0.875156 1.617430 -2.917436 -1.359 0.383 1.036
C 0.444896 2.914380 -3.582906 2.187 0.622 0.560
C 1.390746 4.060160 -3.266246 0.151 0.300 0.519
O 0.569866 2.746110 -4.969006 -1.076 -0.146 -1.481
H -0.051724 1.064860 -2.763606 0.205 -0.866 -0.502
H 1.130746 1.804060 -1.874386 0.590 0.045 -0.074
H 1.659096 1.070550 -3.441326 -0.222 0.122 0.026
H -0.492244 3.299290 -3.180776 -0.663 -0.644 -0.516
H 2.282956 4.083070 -3.891976 0.094 -0.447 0.131
H 1.648146 3.954170 -2.212386 0.259 0.522 0.051
H 0.892816 5.011090 -3.455676 -0.053 0.141 0.183
H -0.268224 2.849540 -5.425626 -0.060 -0.086 0.063
C 4.034436 2.148050 -0.563776 0.531 0.588 -0.114
C 4.915976 1.775010 0.595314 2.073 0.207 -1.412
C 5.433686 2.981880 1.311884 0.088 1.766 0.787
O 4.294686 0.955450 1.463024 -1.733 -1.634 1.743
H 3.679876 1.293640 -1.140296 0.098 0.045 0.042
H 4.672316 2.814530 -1.144316 -0.391 0.051 -0.610
H 3.192726 2.720450 -0.173926 -0.199 0.026 -0.138
H 5.760356 1.184070 0.240484 0.380 0.116 -0.410
H 5.880566 2.808380 2.290804 0.041 -0.637 -0.077
H 4.595166 3.642410 1.532564 -0.338 0.096 0.050
H 6.139236 3.635920 0.799514 0.120 -0.302 -0.538
H 3.371206 1.207510 1.390594 -0.726 -0.341 0.684
C -3.465774 -0.102350 0.314314 -0.164 0.700 0.971
C -4.643994 -0.828180 0.842644 -1.485 -2.481 -0.351
C -5.301924 -1.742580 -0.186806 0.026 0.379 -0.669
O -4.335814 -1.727840 1.880604 0.268 0.080 1.435
H -3.233554 0.519280 1.179044 0.901 0.367 -0.214
H -3.753054 0.559800 -0.502456 0.301 -0.164 -0.191
H -2.656764 -0.799230 0.095294 -0.010 0.332 -0.331
H -5.404694 -0.176390 1.272304 -0.015 0.455 -0.225
H -5.755024 -1.095130 -0.937546 -0.362 -0.343 -0.360
H -5.993354 -2.471030 0.236734 -0.382 0.557 0.244
H -4.570054 -2.399240 -0.657186 0.398 0.275 -0.161
H -3.392754 -1.890480 1.956714 0.455 -0.215 -0.276
C -1.924324 -2.877500 4.097354 0.818 0.972 0.214
C -1.168114 -2.019890 3.047184 1.529 -2.215 -1.012
C 0.388646 -2.175720 3.152104 -0.930 -0.545 1.119
O -1.472654 -2.607730 1.735524 -0.843 1.278 1.133
H -2.944294 -3.203820 3.894174 -0.024 0.589 -0.456
H -1.905344 -2.280400 5.009064 -0.223 -0.212 0.306
H -1.378664 -3.799430 4.298364 0.289 0.059 -0.130
H -1.297894 -0.938140 3.014404 -1.072 0.007 0.365
H 0.950086 -1.353790 2.707914 -0.092 -0.120 -0.213
H 0.640276 -3.145390 2.722534 0.134 0.230 -0.315
H 0.671326 -2.260170 4.201424 0.156 0.306 0.220
H -1.265574 -1.852370 1.180414 0.394 -0.266 -1.246
O 3.936966 -2.095980 0.810964 0.679 -0.430 0.318
H 2.980456 -2.098000 0.774604 -0.393 -0.145 -0.384
H 4.172786 -1.170400 0.873594 0.004 0.427 0.097
```
Positions in Å, forces in eV/Å.

Here are the Löwdin charges for atoms 1 to 6, given in e:
1 N 0.146
2 H -0.011
3 H 0.070
4 H 0.021
5 H 0.016
6 N -0.615

Entry 2:
Density functional theory data (ωB97M-V/def2-TZVPD) for a structure of composition C26H22MnN7O.

Values from the calculation:
- LUMO (alpha / beta) (eV) = -2.79 / -2.71
- total charge = +1
- total energy (eV) = -71114.191
- Kohn-Sham gap (alpha / beta) (eV) = 6.69 / 6.96
- HOMO (alpha / beta) (eV) = -9.48 / -9.68
- 2S+1 = 2

XYZ file:
```
57
Properties=species:S:1:pos:R:3:forces:R:3
Mn -0.607789 0.178885 -0.077347 -0.050 -0.198 -0.149
C -2.488109 0.083222 -3.989595 -0.131 0.027 -0.032
C -2.236271 0.348650 -2.638557 -0.253 0.097 -0.092
N -1.214723 -0.158765 -1.988102 0.454 0.213 -0.251
C -0.347125 -0.984894 -2.654268 0.085 -0.091 0.039
C -0.535062 -1.320161 -4.008836 -0.010 0.014 0.104
C -1.641740 -0.747698 -4.668743 0.010 -0.018 -0.023
C 0.370663 -2.209429 -4.632097 -0.031 -0.008 -0.058
C 1.386960 -2.735563 -3.893935 0.077 -0.032 0.062
C 1.585484 -2.402304 -2.534309 -0.009 -0.084 -0.083
C 0.750916 -1.514977 -1.888916 -0.125 0.146 0.104
N 0.761808 -1.070664 -0.582815 0.063 -0.182 -0.132
C 1.660897 -1.382307 0.416454 -0.052 0.095 -0.001
C 2.965375 -1.818934 0.332189 0.070 -0.028 0.029
C 3.732390 -2.058931 1.496369 0.025 -0.024 -0.099
C 3.228727 -1.868763 2.748089 -0.016 0.014 0.068
C 1.911205 -1.370989 2.888159 -0.085 0.005 -0.081
C 1.306277 -1.097750 4.134248 0.051 -0.003 0.026
C 0.045280 -0.574979 4.181134 -0.053 -0.014 0.094
C -0.615860 -0.292454 2.976391 -0.138 0.041 0.062
N -0.092227 -0.540778 1.799775 0.393 0.434 -0.062
C 1.151674 -1.106390 1.732709 0.062 -0.059 0.023
H -3.343540 0.533264 -4.474225 0.019 -0.004 0.027
H -2.889917 1.001767 -2.073556 0.015 0.042 -0.023
H -1.815633 -0.977423 -5.713610 0.029 -0.001 0.023
H 0.237523 -2.470121 -5.673824 -0.007 0.019 0.016
H 2.071352 -3.433206 -4.359817 0.015 0.004 0.051
H 2.384935 -2.890888 -2.005400 0.081 -0.007 0.042
H 3.441568 -1.942575 -0.626132 0.021 -0.057 -0.064
H 4.751295 -2.406427 1.381093 -0.016 0.010 -0.039
H 3.820338 -2.072304 3.631583 -0.015 0.002 -0.021
H 1.854891 -1.301955 5.046459 -0.004 0.001 -0.025
H -0.438915 -0.358636 5.123440 -0.009 -0.003 -0.028
H -1.596487 0.171896 2.975117 0.023 0.018 0.031
N 5.533849 1.347656 -0.876623 -0.028 0.012 0.011
C 4.543914 1.618240 -0.361472 -0.084 0.026 0.041
C 3.295182 1.922610 0.287531 0.113 0.036 -0.096
C 3.252636 2.480111 1.558747 0.049 0.018 0.073
C 2.016276 2.712520 2.134666 0.015 0.094 0.006
C 0.880552 2.343131 1.438585 -0.017 0.180 0.057
N 0.916913 1.778862 0.227869 -0.484 -0.667 0.350
C 2.103532 1.601424 -0.347446 -0.058 -0.115 -0.166
H 4.171070 2.721705 2.077218 -0.017 -0.003 -0.001
H 1.931589 3.159855 3.115012 0.000 -0.015 -0.014
H -0.105210 2.489446 1.863709 0.012 -0.063 -0.004
H 2.112892 1.151097 -1.332109 -0.032 -0.048 0.039
C -5.695914 2.211949 0.804785 0.039 -0.017 0.011
N -4.249612 2.228077 0.665423 -0.083 0.024 0.004
C -3.466742 1.139843 0.606674 -0.098 -0.174 -0.017
N -4.057117 -0.072729 0.686169 0.083 0.013 0.004
O -2.232720 1.254703 0.476849 0.133 0.323 0.142
H -6.042873 3.235874 0.899348 -0.011 0.010 -0.009
H -6.000672 1.676610 1.705352 0.007 0.009 0.020
H -6.181658 1.765692 -0.064505 0.004 -0.002 -0.016
H -3.770785 3.105939 0.559004 0.034 -0.018 0.020
H -5.041495 -0.191478 0.838396 -0.022 -0.006 -0.022
H -3.469768 -0.888557 0.657694 -0.043 0.016 0.029
```
Positions in Å, forces in eV/Å.

Here are the natural (NBO) charges for atoms 1 to 6, given in e:
1 Mn 1.110
2 C -0.273
3 C 0.099
4 N -0.539
5 C 0.209
6 C -0.094

Entry 3:
Density functional theory data (ωB97M-V/def2-TZVPD) for the molecule C8H18O.

Values from the calculation:
- LUMO (eV) = 1.05
- total energy (eV) = -10635.578
- Kohn-Sham gap (eV) = 11.25
- HOMO (eV) = -10.20
- energy above the lowest of the compared OMol25 structures with the same formula, charge and spin (kcal per mole) = 3.39
- SMILES = CCCCCCCCO
- 2S+1 = 1

XYZ file:
```
27
Properties=species:S:1:pos:R:3:forces:R:3
C -4.405284 -0.436237 -0.091769 0.171 -0.167 0.054
C -2.962789 -0.835553 0.192444 -0.102 0.327 -0.085
C -2.005199 0.341968 0.028130 0.140 -0.460 0.117
C -0.552796 -0.054791 0.281951 -0.128 0.451 -0.172
C 0.395755 1.125507 0.085324 0.144 -0.267 0.245
C 1.860105 0.784025 0.365620 -0.133 -0.008 -0.293
C 2.433240 -0.238543 -0.616699 0.370 0.083 0.264
C 3.959705 -0.322938 -0.551618 -0.285 0.099 -0.460
O 4.442288 -0.830180 0.668893 0.040 -0.091 0.506
H -4.724153 0.352340 0.586923 -0.085 0.083 0.044
H -5.070532 -1.287134 0.032692 -0.153 -0.027 -0.010
H -4.504515 -0.069227 -1.111731 -0.066 0.049 -0.085
H -2.667730 -1.637393 -0.488524 0.050 -0.067 0.044
H -2.886731 -1.222761 1.211231 0.056 -0.081 0.005
H -2.095923 0.739286 -0.986255 -0.031 0.085 -0.029
H -2.290628 1.138833 0.719773 -0.028 0.088 -0.020
H -0.453699 -0.433765 1.301857 0.043 -0.098 0.048
H -0.283509 -0.861741 -0.401253 0.023 -0.113 0.021
H 0.305502 1.492587 -0.940407 -0.019 0.075 -0.027
H 0.091695 1.935835 0.752033 -0.063 0.076 -0.041
H 1.943597 0.404283 1.388116 0.041 0.053 0.063
H 2.446665 1.705078 0.299054 0.079 0.011 0.068
H 2.153001 0.041229 -1.634610 -0.050 -0.011 -0.080
H 2.023178 -1.227869 -0.407011 -0.016 -0.045 -0.101
H 4.391981 0.670702 -0.749276 -0.051 -0.108 -0.058
H 4.326371 -1.013354 -1.315151 -0.007 0.115 0.010
H 4.130393 -0.260177 1.380253 0.060 -0.052 -0.029
```
Positions in Å, forces in eV/Å.

Here are the natural (NBO) charges for atoms 1 to 6, given in e:
1 C -0.600
2 C -0.387
3 C -0.386
4 C -0.393
5 C -0.381
6 C -0.400

Entry 4:
Density functional theory data (ωB97M-V/def2-TZVPD) for the molecule C21H26N2O4S2 at a distorted geometry.

Values from the calculation:
- LUMO (eV) = 0.28
- total energy (eV) = -55023.924
- Kohn-Sham gap (eV) = 8.62
- HOMO (eV) = -8.34
- energy above the lowest of the compared OMol25 structures with the same formula, charge and spin (kcal per mole) = 384.62
- SMILES = COc1ccc(CNC(=O)C2CCN(S(=O)(=O)c3ccc(SC)cc3)CC2)cc1
- 2S+1 = 1

XYZ file:
```
55
Properties=species:S:1:pos:R:3:forces:R:3
C -1.837532 -2.164845 6.312636 -0.851 -0.594 -4.265
O -0.888608 -2.344060 5.124681 -0.107 5.019 2.010
C -0.177554 -1.071454 4.848760 0.437 0.336 1.188
C -0.108925 0.263220 5.501859 -8.503 -13.131 3.863
C 0.419112 1.327360 5.162773 2.863 -0.349 -5.233
C 1.154179 1.293991 4.088401 5.643 -6.952 -6.608
C 2.119219 2.226840 3.621131 -0.984 5.311 -1.965
N 1.463239 2.999057 2.276254 0.110 -1.873 3.119
C 1.523174 2.363699 1.094447 6.150 1.225 -1.507
O 2.697279 1.794765 0.808395 -5.651 1.459 0.507
C 0.424993 2.980118 0.126582 3.045 -0.928 -3.933
C 0.915182 2.637857 -1.431401 -0.926 -3.007 2.362
C 0.793060 1.042097 -1.491579 3.769 -0.864 -0.048
N -0.385611 0.276853 -1.181515 -4.956 2.026 3.058
S -1.731763 0.535879 -2.242525 0.576 -1.542 -0.325
O -1.452056 1.785776 -2.975284 -1.670 -1.529 0.935
O -3.021000 0.180930 -1.526155 3.385 1.292 -2.124
C -1.179544 -0.873180 -3.328985 -1.567 3.045 -0.489
C -0.889779 -0.514051 -4.589115 4.610 -2.779 -2.262
C -0.108555 -1.768018 -5.441685 -2.873 12.914 -3.064
C -0.305862 -2.906315 -5.070819 0.623 -7.676 2.336
S 0.211102 -4.382280 -5.915930 0.302 1.150 -1.012
C 0.746349 -3.579329 -7.543635 -3.581 0.145 -0.422
C -0.666374 -2.939954 -3.744200 1.346 -14.367 -1.352
C -1.103095 -2.238760 -2.858283 -4.237 10.122 7.252
C -1.087819 0.837335 0.234578 6.973 -3.088 2.164
C -0.871614 2.288032 0.412801 -2.628 1.702 -1.422
C 1.486483 -0.144838 3.397721 -7.553 4.263 9.279
C 0.726898 -1.217549 3.857565 0.859 0.400 -2.432
H -2.182718 -3.201444 6.288740 -0.602 0.508 0.838
H -2.643268 -1.362438 6.127730 1.070 -1.464 -0.126
H -1.320579 -1.876851 7.153125 1.384 0.258 1.990
H -0.854910 0.123791 6.278679 0.234 1.222 0.816
H 0.410526 2.101612 5.651090 -0.593 8.178 5.355
H 2.081822 3.073163 4.398163 1.136 -0.819 -1.337
H 3.053197 1.950602 3.121579 -0.092 -0.273 1.052
H 0.523850 3.197339 2.544800 -0.811 0.617 0.056
H 0.469462 4.108192 -0.050200 -0.495 -1.359 1.869
H 1.971715 2.822368 -1.726020 -0.712 0.270 0.838
H 0.233114 3.038218 -2.177850 -0.021 0.256 0.292
H 1.015408 0.839861 -2.551646 0.143 -0.505 0.321
H 1.699693 0.446963 -0.787473 -2.565 2.196 -2.134
H -0.570169 0.449416 -5.049329 -1.272 -0.596 0.826
H -0.090967 -1.536983 -6.482306 1.017 0.608 -0.607
H 0.886581 -4.481384 -8.181923 0.592 1.033 0.307
H 1.492927 -2.770441 -7.486310 0.136 -1.002 0.122
H -0.241272 -3.038509 -7.998616 2.242 -1.343 1.052
H -0.757830 -4.084056 -3.359244 0.615 1.905 -0.897
H -1.512379 -2.157385 -1.784312 1.004 -1.962 -1.631
H -2.056116 0.402386 0.538491 0.787 0.316 -0.695
H -0.138365 0.421833 1.016521 -2.910 0.249 -1.834
H -1.681475 2.657840 -0.179178 -0.283 1.221 -1.448
H -1.326715 2.660080 1.294758 0.080 -0.215 1.875
H 1.966789 -0.364429 2.629710 4.955 -0.622 -6.801
H 0.707101 -2.108922 3.243547 0.358 -0.404 0.293
```
Positions in Å, forces in eV/Å.

Here are the natural (NBO) charges for atoms 1 to 6, given in e:
1 C -0.259
2 O -0.507
3 C 0.319
4 C -0.247
5 C -0.226
6 C -0.045